(1)
# H23O12

12 unconnected molecules or ions with the total composition H23O12 in a non-equilibrium geometry (ωB97M-V/def2-TZVPD, the OMol25 dataset).

Summary:
Molecular weight in g mol⁻¹: 215.172
2S+1: 2
HOMO-LUMO gap (alpha / beta) in Ha: 0.3863 / 0.2072
Relative energy (zero: lowest compared OMol25 entry of this formula, charge and spin) in kcal/mol: 36.91
HOMO energy (alpha / beta) in eV: -11.2 / -11.2

Last column: natural (NBO) charge in e.
Atoms and positions in Å:
O1 2.064707 0.338358 -1.470296  -0.950
H1 2.415232 1.612798 -3.914299  0.468
H2 -2.202623 3.095472 -1.196569  0.493
H3 -1.327338 -1.644309 0.792742  0.499
H4 0.386751 -2.290229 -0.815517  0.447
H5 -4.032697 -0.879566 0.171169  0.481
H6 2.435832 0.964191 -0.861681  0.528
O2 -2.865140 0.768854 1.988149  -0.988
H7 3.441658 -2.067369 -2.183543  0.479
H8 3.190711 0.726746 -2.877117  0.481
O3 -1.468469 2.633122 -1.620233  -0.913
O4 -1.000087 -0.868810 1.278108  -0.987
H9 0.437068 -1.086998 2.031359  0.468
H10 0.107285 2.438920 1.802765  0.474
H11 -2.586291 1.468862 2.596263  0.482
O5 1.419098 -0.997783 2.151724  -0.970
H12 -3.002828 0.256776 0.287746  0.488
H13 -0.028301 -0.587974 3.429183  0.465
H14 -1.983645 0.301394 1.913470  0.490
H15 2.451529 -2.538198 -1.001179  0.470
H16 1.800879 -1.180948 1.289391  0.462
H17 -0.062831 2.852862 0.290666  0.466
H18 -1.412971 -0.458926 4.091434  0.463
H19 -0.196004 -2.524229 -2.140389  0.487
H20 -0.563019 -0.525835 0.396395  0.475
O6 3.281637 -2.660659 -1.451987  -0.951
O7 3.235434 1.150380 -3.737740  -0.956
H21 -1.471263 1.793911 -1.154461  0.429
O8 -0.323871 -0.226679 -1.004259  -0.477
O9 0.053903 3.175703 1.187080  -0.941
H22 1.291571 -0.241937 -1.472376  0.508
O10 -0.468212 -0.446149 4.271180  -0.929
O11 0.634186 -2.657498 -1.663555  -0.917
H23 -0.312822 0.738450 -1.083752  0.457
O12 -3.339071 -0.432704 -0.319872  -0.983

Cartesian forces, eV/Å:
O 0.71 -0.34 -1.75
H -0.15 -0.11 0.34
H 0.01 0.18 -0.09
H -0.91 -0.29 1.03
H 0.05 -0.19 0.52
H -0.07 0.10 0.10
H -0.81 -0.01 1.29
O 1.71 0.33 0.77
H -0.67 0.34 0.06
H -0.53 0.11 -0.17
O 0.26 -0.06 0.28
O 0.88 -0.56 -2.30
H 1.29 -0.26 -0.54
H 0.09 -0.15 -0.20
H -0.69 0.31 -0.08
O -0.42 0.06 0.15
H -0.77 -0.43 -0.09
H 0.02 0.11 0.51
H -1.34 -0.12 -0.15
H -0.08 0.36 -0.76
H 0.15 -0.06 0.03
H -0.04 -0.09 -0.02
H 0.00 -0.11 -0.02
H 0.17 -0.20 -0.39
H -0.51 0.21 2.08
O 1.50 -0.86 0.61
O 0.85 0.10 -0.71
H -0.76 0.04 -0.10
O 0.11 0.39 -0.80
O -0.02 0.30 0.22
H 0.22 0.01 0.82
O -0.19 0.23 0.18
O -0.79 0.17 -0.09
H 0.19 0.29 -0.26
O 0.55 0.22 -0.46



(2)
# C24H33AsClI2OP2Re

A molecular structure, C24H33AsClI2OP2Re in a non-equilibrium geometry (ωB97M-V/def2-TZVPD, the OMol25 dataset).

Summary:
Net charge: +3
Molecular weight in g mol⁻¹: 949.865
2S+1: 4
HOMO-LUMO gap (alpha / beta) in Ha: 0.1108 / 0.1450
Relative energy (zero: lowest compared OMol25 entry of this formula, charge and spin) in kcal/mol: 51.42
HOMO energy (alpha / beta) in eV: -14.3 / -15.8

Last column: natural (NBO) charge in e.
Atoms and positions in Å:
C1 1.233136 -3.490353 3.807342  -0.182
O1 -0.012379 -0.955625 -0.341993  -0.918
C2 -2.935932 0.480641 -3.895248  -0.922
C3 0.723022 1.372494 1.343261  -0.466
C4 -2.918075 -1.510200 -1.840227  -0.929
C5 2.962026 0.508521 -3.880680  -0.921
C6 2.302184 2.875529 2.390442  -0.120
H1 -4.061779 1.571210 3.347055  0.260
H2 -2.691083 1.519661 -4.167575  0.285
H3 2.976726 1.044912 -0.069200  0.250
H4 -1.738295 1.578086 2.434422  0.227
H5 -2.725765 -1.758871 -0.788586  0.259
H6 -5.410115 -0.529466 3.241530  0.261
C7 2.610513 -3.561918 3.588371  -0.129
I1 0.289004 2.108498 -6.800960  0.102
C8 0.172688 2.430852 0.615224  -0.220
H7 -0.602935 -2.477939 3.230050  0.234
H8 2.942324 -1.143802 1.199502  0.211
C9 -4.404475 -0.514359 2.831698  -0.134
C10 -2.356090 0.686719 2.379402  -0.127
C11 -3.661566 0.667116 2.895913  -0.203
H9 -2.471405 -2.271295 -2.488144  0.274
H10 -4.447825 -2.603363 2.228351  0.260
H11 2.119263 4.942867 1.816602  0.262
C12 2.956174 -1.489284 -1.838863  -0.932
P1 -2.226776 0.132920 -2.257386  1.057
H12 4.053605 0.357518 -3.839271  0.284
H13 -2.990077 0.962841 -0.079313  0.257
C13 2.471657 -1.818346 1.916126  -0.215
C14 -3.876561 -1.669504 2.260991  -0.177
Cl1 0.027596 -1.462548 -4.040436  -0.192
As1 0.010418 -0.400626 1.364968  1.954
C15 0.466043 -2.576344 3.076808  -0.158
H14 -0.635738 2.260675 -0.092315  0.215
H15 -2.473613 -0.202432 -4.623789  0.276
H16 2.749655 -1.764841 -0.797822  0.254
P2 2.248187 0.152740 -2.242578  1.064
H17 2.975518 2.283533 -1.330094  0.276
I2 -0.313372 4.001143 -4.868285  -0.081
H18 -2.126381 -2.551665 1.310686  0.237
H19 4.309635 1.075159 -1.271770  0.286
H20 -4.003134 -1.493075 -1.997314  0.296
H21 4.042264 -1.459124 -1.987836  0.295
H22 2.709782 1.542420 -4.160862  0.281
H23 0.247848 4.542907 0.219224  0.255
C16 -2.575751 -1.654825 1.733951  -0.207
C17 0.690321 3.727975 0.788414  -0.172
C18 1.740216 3.933492 1.675513  -0.160
C19 -1.816504 -0.472383 1.808814  -0.508
H24 3.203761 -4.265584 4.153071  0.257
C20 1.798345 1.580734 2.221350  -0.210
C21 3.235613 -2.735163 2.652966  -0.129
H25 -4.297368 1.024641 -1.290061  0.289
H26 2.198751 0.734595 2.771629  0.244
H27 -4.024947 0.313078 -3.854130  0.283
C22 3.227338 1.233732 -1.123899  -0.931
H28 -2.985537 2.247155 -1.337174  0.271
C23 1.086561 -1.729738 2.145550  -0.477
H29 3.119822 3.036903 3.091830  0.253
H30 0.743935 -4.130078 4.543347  0.262
H31 2.509684 -0.171413 -4.618493  0.275
H32 4.315286 -2.781995 2.480694  0.246
C24 -3.218915 1.191956 -1.132909  -0.936
H33 2.523105 -2.247082 -2.499558  0.276
Re1 0.010417 -0.229981 -2.008353  0.926

Cartesian forces, eV/Å:
C -0.17 0.23 -0.33
O 0.07 0.25 -1.32
C 0.64 0.05 -0.28
C 0.39 -0.12 0.43
C 0.91 -0.67 0.17
C -0.66 0.06 -0.32
C -0.11 -0.45 -0.05
H -0.03 -0.23 -0.06
H -0.21 -0.32 -0.03
H 0.11 0.00 -0.37
H -0.24 0.04 0.14
H -0.03 0.06 -0.35
H 0.13 -0.03 -0.03
C -0.28 0.12 -0.06
I 0.37 -1.22 -1.21
C 0.27 0.34 0.02
H 0.11 -0.19 0.24
H 0.06 -0.18 0.27
C -0.05 0.35 0.10
C -0.31 -0.10 0.28
C 0.61 -0.14 -0.38
H -0.19 -0.04 0.14
H 0.16 0.46 0.03
H -0.02 -0.18 0.01
C -0.88 -0.59 0.14
P -4.82 1.70 -0.67
H -0.44 0.12 0.09
H -0.07 0.10 -0.42
C 0.07 -0.01 0.32
C 0.71 -0.33 -0.49
Cl -0.01 1.42 2.12
As 0.01 0.30 0.65
C 0.21 0.11 0.09
H -0.08 0.09 0.11
H -0.26 0.28 0.13
H 0.02 0.00 -0.30
P 4.68 1.74 -0.62
H 0.16 -0.23 0.01
I -0.38 1.05 1.34
H -0.22 0.02 0.11
H -0.51 -0.08 -0.16
H 0.20 0.30 -0.13
H -0.21 0.28 -0.10
H 0.21 -0.28 0.02
H 0.19 -0.08 0.19
C -0.09 0.10 0.32
C -0.45 -0.96 -0.36
C 0.17 0.15 0.19
C -0.57 0.02 0.43
H 0.04 -0.03 0.06
C -0.25 0.36 0.01
C -0.28 0.51 -0.62
H 0.47 -0.09 -0.20
H 0.09 0.25 0.10
H 0.43 0.15 0.07
C -0.63 0.39 0.27
H -0.15 -0.24 0.10
C 0.36 -0.40 0.54
H -0.19 0.05 -0.22
H 0.22 0.16 -0.24
H 0.27 0.23 0.18
H -0.44 -0.07 0.14
C 0.62 0.43 0.31
H 0.18 -0.02 0.13
Re 0.08 -5.01 -0.68



Look up the molecular weight of the second one. 949.865 g mol⁻¹